1.
Density functional theory data (ωB97M-V with the def2-TZVPD basis set) for C36H88CaN3O13S3 as an isolated structure.

Geometry as XYZ:
```
144
Properties=species:S:1:pos:R:3:lowdin_charge:R:1
Ca 23.54 23.25 1.36 1.4992
C 25.38 26.98 5.91 -0.0871
C 24.76 26.94 4.53 -0.6484
C 24.97 28.29 3.86 -0.0919
O 25.16 25.85 3.70 -0.3636
H 25.12 26.13 6.54 0.0646
H 24.82 27.74 6.46 0.0644
H 26.43 27.22 6.04 0.0730
H 23.69 26.76 4.64 0.1017
H 26.03 28.50 3.75 0.0712
H 24.54 29.04 4.52 0.0617
H 24.50 28.30 2.88 0.0607
C 30.42 30.65 4.94 -0.0567
C 31.01 30.54 6.33 -0.5192
C 30.39 29.49 7.28 -0.0414
O 32.42 30.47 6.22 -0.0409
H 29.39 30.99 4.85 0.0811
H 30.74 29.77 4.39 0.0751
H 30.95 31.42 4.39 0.0745
H 30.84 31.50 6.81 0.1234
H 30.32 28.55 6.73 0.0710
H 29.48 29.84 7.77 0.0783
H 31.07 29.29 8.12 0.0695
H 32.68 30.56 7.14 0.0861
C 19.07 31.60 4.28 -0.0491
C 20.36 30.91 4.57 -0.5358
C 20.88 31.04 6.02 -0.0522
O 20.37 29.56 4.24 -0.0502
H 18.60 31.71 3.30 0.0821
H 19.21 32.58 4.74 0.0823
H 18.33 31.01 4.81 0.0858
H 21.16 31.35 3.97 0.1267
H 21.91 30.73 6.16 0.0678
H 20.35 30.38 6.70 0.0791
H 20.80 32.08 6.34 0.0747
H 21.21 29.15 4.02 0.0854
C 31.62 25.45 2.97 -0.0484
C 30.11 25.68 2.83 -0.4993
C 29.88 26.50 1.60 -0.0804
O 29.46 24.41 2.74 -0.0504
H 31.85 24.53 2.43 0.0848
H 32.01 25.48 3.99 0.0742
H 32.17 26.28 2.53 0.0681
H 29.76 26.34 3.62 0.1323
H 30.67 27.24 1.49 0.0736
H 28.92 27.02 1.60 0.0756
H 29.96 25.87 0.72 0.0839
H 28.56 24.61 3.02 0.0774
C 25.81 25.79 -2.97 -0.0526
C 24.84 25.49 -1.84 -0.4573
C 23.51 26.21 -2.03 -0.1333
O 22.75 26.08 -0.76 -0.2480
C 21.61 26.87 -0.70 -0.1270
N 24.80 24.05 -1.78 0.0235
H 26.67 25.12 -3.00 0.0840
H 26.17 26.81 -2.88 0.0880
H 25.33 25.71 -3.94 0.0916
H 25.26 25.85 -0.90 0.1399
H 22.92 25.74 -2.81 0.1305
H 23.69 27.26 -2.28 0.1357
H 20.97 26.53 -1.52 0.0901
H 21.75 27.95 -0.82 0.0946
H 21.13 26.71 0.26 0.0901
H 24.25 23.75 -2.57 0.0809
H 25.73 23.77 -2.05 0.0659
C 26.21 19.01 3.90 -0.0830
C 25.08 19.94 3.64 -0.4221
C 24.60 20.70 4.92 -0.1591
O 23.41 21.30 4.43 -0.2600
C 22.66 21.90 5.50 -0.0913
N 25.64 20.85 2.62 0.0236
H 27.06 19.62 4.21 0.0917
H 26.41 18.39 3.02 0.0893
H 25.96 18.29 4.68 0.0922
H 24.31 19.29 3.21 0.1434
H 25.28 21.42 5.38 0.1361
H 24.30 20.10 5.78 0.1290
H 22.34 21.05 6.10 0.0918
H 21.78 22.45 5.19 0.0841
H 23.22 22.59 6.14 0.0966
H 25.95 20.19 1.93 0.0681
H 26.47 21.30 2.98 0.0793
C 29.65 32.89 -1.46 -0.0617
C 29.02 31.48 -1.37 -0.3893
C 27.56 31.38 -2.04 -0.1922
O 26.62 32.21 -1.37 -0.2090
C 25.24 32.01 -1.72 -0.1002
N 29.83 30.61 -2.22 0.0012
H 30.59 32.92 -0.92 0.0711
H 28.99 33.46 -0.80 0.0624
H 29.76 33.32 -2.46 0.0836
H 28.91 31.04 -0.38 0.1354
H 27.25 30.34 -1.93 0.1068
H 27.52 31.68 -3.09 0.1203
H 24.78 31.12 -1.30 0.0694
H 25.04 31.81 -2.78 0.0806
H 24.73 32.88 -1.32 0.0879
H 30.73 30.61 -1.76 0.0672
H 29.91 30.98 -3.16 0.0690
C 29.73 23.32 8.64 -0.1780
C 29.50 22.11 7.70 -0.2230
C 28.81 21.01 8.54 -0.2139
S 27.73 21.85 9.78 0.6900
O 28.06 21.41 11.13 -0.3358
O 26.36 21.77 9.27 -0.3596
C 28.44 23.50 9.58 -0.1964
H 29.92 24.18 7.99 0.1064
H 30.61 23.09 9.24 0.1111
H 30.48 21.79 7.34 0.1093
H 28.89 22.33 6.82 0.1043
H 29.56 20.54 9.18 0.0965
H 28.22 20.25 8.03 0.0940
H 28.63 23.98 10.54 0.1014
H 27.68 24.09 9.07 0.0922
C 25.90 34.26 2.96 -0.1989
C 26.73 35.54 2.68 -0.1824
C 26.00 36.26 1.48 -0.2460
S 24.32 36.31 1.95 0.6422
O 23.51 36.19 0.76 -0.3322
O 24.22 37.35 2.93 -0.2967
C 24.40 34.64 2.75 -0.1977
H 26.06 33.74 3.91 0.1071
H 26.15 33.49 2.23 0.0994
H 27.78 35.38 2.44 0.1024
H 26.85 36.18 3.56 0.1084
H 26.16 35.78 0.51 0.1047
H 26.15 37.29 1.16 0.1051
H 24.14 33.93 1.98 0.0860
H 23.71 34.63 3.60 0.0968
C 22.81 29.48 11.72 -0.2033
C 22.52 28.17 12.48 -0.2475
C 23.46 28.06 13.67 -0.1932
S 25.08 28.69 12.96 0.7073
O 25.74 27.56 12.25 -0.3596
O 25.81 29.57 13.83 -0.3249
C 24.33 29.71 11.70 -0.2416
H 22.33 30.34 12.19 0.1137
H 22.44 29.36 10.70 0.1094
H 22.69 27.36 11.77 0.1120
H 21.47 28.00 12.74 0.1164
H 23.44 27.04 14.04 0.1081
H 23.14 28.83 14.38 0.1031
H 24.92 29.62 10.79 0.1036
H 24.61 30.74 11.94 0.0965
```

Values from the calculation:
Energy (Eh): -4438.41619
Net charge: +1
Orbital gap (hartree): 0.1449

***

2.
Density functional theory data (ωB97M-V with the def2-TZVPD basis set) for a 9-piece molecular cluster, C36H88O17 overall.

Geometry as XYZ:
```
141
Properties=species:S:1:pos:R:3:lowdin_charge:R:1
C -1.02 0.02 -0.81 -0.1400
C -0.47 -0.03 0.63 -0.1325
C 0.67 -0.98 0.41 -0.2230
O 0.63 -1.43 -0.90 -0.1559
C -0.64 -1.29 -1.45 -0.2028
H -0.48 0.79 -1.36 0.1172
H -2.09 0.20 -0.91 0.0959
H -1.23 -0.35 1.34 0.0889
H -0.08 0.90 1.04 0.0971
H 0.57 -1.93 0.94 0.0997
H 1.67 -0.56 0.56 0.1210
H -1.26 -2.17 -1.29 0.0981
H -0.39 -1.18 -2.51 0.1282
C -2.07 1.33 3.86 -0.0957
O -2.96 2.38 4.20 -0.1912
C -4.35 2.08 4.17 -0.1565
C -4.82 1.83 2.67 -0.1971
O -4.88 3.03 1.95 -0.1871
C -5.31 2.93 0.62 -0.1105
H -1.97 1.28 2.78 0.0609
H -2.44 0.38 4.24 0.0902
H -1.11 1.57 4.31 0.0865
H -4.87 2.96 4.56 0.1247
H -4.66 1.19 4.71 0.1127
H -5.82 1.40 2.72 0.1186
H -4.09 1.21 2.15 0.1092
H -5.34 3.89 0.11 0.0850
H -6.37 2.66 0.67 0.0883
H -4.73 2.28 -0.04 0.0602
C -4.58 0.34 -2.54 -0.1441
O -3.66 0.77 -3.46 -0.1853
C -3.85 1.98 -4.19 -0.1702
C -2.63 2.48 -5.01 -0.1859
O -2.73 3.83 -5.48 -0.1907
C -1.63 4.26 -6.22 -0.1290
H -5.62 0.35 -2.87 0.0904
H -4.59 0.86 -1.58 0.0555
H -4.35 -0.70 -2.30 0.0918
H -4.23 2.70 -3.46 0.1227
H -4.58 1.80 -4.97 0.1204
H -2.46 1.77 -5.81 0.1264
H -1.83 2.46 -4.27 0.1113
H -1.73 5.29 -6.56 0.0896
H -1.65 3.66 -7.13 0.0846
H -0.67 4.15 -5.72 0.0902
C 6.27 0.12 5.79 -0.1143
O 5.27 -0.20 4.85 -0.1987
C 5.42 0.21 3.47 -0.1616
C 4.42 -0.57 2.58 -0.2156
O 4.40 -1.96 2.72 -0.1578
C 3.46 -2.64 1.94 -0.0986
H 7.21 -0.44 5.75 0.0841
H 5.88 0.01 6.80 0.0821
H 6.46 1.19 5.71 0.0804
H 6.40 -0.09 3.09 0.1155
H 5.45 1.28 3.26 0.1160
H 4.51 -0.21 1.56 0.1268
H 3.44 -0.16 2.85 0.0992
H 2.51 -2.27 2.31 0.0675
H 3.47 -3.71 2.14 0.0935
H 3.54 -2.50 0.86 0.0870
C 4.83 3.59 -0.72 -0.0672
O 3.96 2.98 0.28 -0.1897
C 3.06 3.92 0.77 -0.2463
C 2.39 3.45 2.05 -0.1945
O 3.36 3.33 3.10 -0.1759
C 2.93 2.52 4.26 -0.0718
H 4.14 3.84 -1.53 0.0824
H 5.45 2.75 -1.02 0.0872
H 5.39 4.44 -0.35 0.0876
H 2.33 4.11 -0.01 0.1240
H 3.56 4.86 1.01 0.1212
H 1.85 2.51 1.90 0.1067
H 1.55 4.10 2.26 0.1216
H 3.74 2.29 4.96 0.0828
H 2.41 1.61 3.95 0.0526
H 2.17 3.03 4.85 0.0790
C 4.79 -5.06 -1.04 -0.1187
O 3.61 -5.18 -0.27 -0.2092
C 2.42 -4.62 -0.94 -0.1481
C 1.09 -4.74 -0.20 -0.1753
O 0.64 -6.07 -0.44 -0.1904
C -0.40 -6.47 0.45 -0.1125
H 4.69 -5.63 -1.96 0.0816
H 5.64 -5.48 -0.51 0.0880
H 4.93 -3.99 -1.24 0.0825
H 2.29 -5.11 -1.91 0.1224
H 2.64 -3.58 -1.15 0.1074
H 0.25 -4.13 -0.56 0.1071
H 1.23 -4.63 0.87 0.1168
H -0.68 -7.47 0.11 0.0838
H -1.30 -5.87 0.37 0.0685
H -0.15 -6.73 1.47 0.0876
C -2.14 -4.72 -2.76 -0.0894
O -2.01 -3.41 -3.30 -0.2090
C -2.02 -3.38 -4.77 -0.1377
C -3.30 -3.96 -5.51 -0.1802
O -3.41 -5.38 -5.35 -0.1958
C -2.52 -6.01 -6.27 -0.1214
H -1.70 -4.76 -1.76 0.0633
H -1.63 -5.49 -3.34 0.0888
H -3.18 -5.06 -2.74 0.0880
H -1.20 -4.07 -4.97 0.1008
H -1.88 -2.39 -5.20 0.1200
H -3.32 -3.64 -6.55 0.1153
H -4.18 -3.53 -5.03 0.1218
H -1.46 -5.76 -6.23 0.0801
H -2.82 -5.79 -7.30 0.0832
H -2.61 -7.09 -6.15 0.0902
C 1.35 -0.77 5.34 -0.0274
O 0.56 -1.63 4.34 -0.2020
C 0.56 -3.05 4.60 -0.1880
C -0.68 -3.65 3.98 -0.2328
O -0.60 -3.51 2.60 -0.2118
C -1.86 -3.36 1.97 -0.0872
H 1.07 -0.94 6.38 0.0747
H 1.24 0.31 5.42 0.0575
H 2.40 -1.00 5.14 0.0775
H 0.50 -3.28 5.66 0.1226
H 1.43 -3.49 4.11 0.1171
H -1.59 -3.26 4.43 0.1283
H -0.65 -4.73 4.05 0.1284
H -2.33 -2.43 2.31 0.0869
H -2.47 -4.25 2.09 0.0872
H -1.77 -3.28 0.88 0.0683
C 2.57 7.28 -2.24 -0.1251
O 1.30 6.81 -2.54 -0.1902
C 0.27 7.25 -1.62 -0.1653
C -0.99 6.39 -1.85 -0.1941
O -0.77 5.07 -1.35 -0.1868
C -1.92 4.29 -1.46 -0.1079
H 3.23 7.04 -3.07 0.0921
H 2.90 6.70 -1.38 0.0722
H 2.55 8.33 -1.94 0.0872
H 0.00 8.30 -1.61 0.1230
H 0.56 6.92 -0.62 0.1206
H -1.28 6.27 -2.90 0.1236
H -1.83 6.86 -1.34 0.1190
H -2.02 4.02 -2.51 0.0751
H -2.82 4.80 -1.12 0.0853
H -1.75 3.42 -0.83 0.0896
```

Values from the calculation:
SMILES: C1CCOC1.COCCOC.COCCOC.COCCOC.COCCOC.COCCOC.COCCOC.COCCOC.COCCOC
Energy (Eh): -2703.00017
Orbital gap (hartree): 0.3510

***

3.
Density functional theory data (ωB97M-V with the def2-TZVPD basis set) for a 9-piece molecular cluster, C36H89ClN3O12 overall.

Geometry as XYZ:
```
141
Properties=species:S:1:pos:R:3:lowdin_charge:R:1
C 6.18 -1.83 2.12 -0.0335
C 6.72 -0.58 1.40 -0.2090
O 5.75 0.48 1.41 -0.1135
C 4.95 0.48 0.24 -0.4491
C 4.69 -0.84 -0.43 -0.1329
O 4.17 -0.62 -1.72 -0.1811
C 4.83 -1.51 -2.63 -0.0535
N 5.62 1.48 -0.62 0.1934
C 5.63 2.53 0.32 -0.3149
N 6.64 3.28 0.55 0.0968
O 6.55 4.27 1.49 0.0684
N 4.44 2.62 0.90 0.1664
C 3.69 1.32 0.63 -0.6393
Cl 2.94 0.60 2.06 0.8305
C 2.70 1.71 -0.49 -0.1470
C 1.36 2.17 0.11 -0.2198
C 0.54 2.92 -0.96 -0.1976
C -0.78 2.21 -1.27 -0.2238
C -1.85 2.61 -0.23 -0.2057
C -2.87 1.49 -0.09 -0.2127
C -4.14 1.90 0.71 -0.2082
C -5.37 1.76 -0.19 -0.2245
C -6.66 2.16 0.54 -0.1928
C -7.89 1.42 -0.08 -0.1780
C -8.44 0.33 0.86 -0.1685
C -8.16 -1.06 0.34 -0.2528
O -8.77 -1.20 -0.93 -0.1855
C -8.73 -2.54 -1.40 -0.0970
H 6.71 -1.97 3.05 0.0784
H 5.15 -1.63 2.39 0.0684
H 6.27 -2.74 1.53 0.0830
H 7.55 -0.22 2.00 0.1197
H 7.12 -0.78 0.42 0.0866
H 3.98 -1.44 0.14 0.1470
H 5.59 -1.45 -0.57 0.1133
H 5.88 -1.22 -2.74 0.0758
H 4.70 -2.54 -2.30 0.1039
H 4.35 -1.41 -3.59 0.0919
H 5.13 1.71 -1.48 0.1586
H 7.50 3.11 0.04 0.1975
H 6.99 3.96 2.30 0.1480
H 4.45 2.78 1.91 0.1544
H 2.46 0.88 -1.15 0.1191
H 3.11 2.57 -1.00 0.1159
H 0.79 1.28 0.38 0.0973
H 1.49 2.80 0.98 0.1015
H 0.28 3.92 -0.62 0.1106
H 1.12 3.07 -1.87 0.1030
H -1.15 2.55 -2.24 0.1095
H -0.64 1.14 -1.31 0.0905
H -1.33 2.81 0.71 0.1100
H -2.38 3.49 -0.59 0.1176
H -2.44 0.60 0.38 0.1104
H -3.19 1.22 -1.10 0.1054
H -4.29 1.23 1.56 0.1044
H -4.08 2.92 1.07 0.1094
H -5.41 0.71 -0.49 0.1050
H -5.27 2.39 -1.08 0.1165
H -6.83 3.23 0.45 0.1057
H -6.53 1.93 1.59 0.0964
H -7.58 0.98 -1.02 0.0984
H -8.64 2.17 -0.32 0.0998
H -8.00 0.40 1.85 0.1080
H -9.51 0.47 0.99 0.0925
H -8.54 -1.80 1.05 0.1163
H -7.07 -1.18 0.26 0.1244
H -8.60 -3.26 -0.59 0.0761
H -9.67 -2.72 -1.92 0.0822
H -7.91 -2.66 -2.12 0.0841
C 9.92 0.24 -2.25 -0.0700
C 8.44 -0.09 -2.39 -0.3170
O 8.21 -1.48 -2.25 -0.1146
H 10.50 -0.31 -3.00 0.0748
H 10.10 1.31 -2.38 0.0771
H 10.29 -0.07 -1.27 0.0536
H 8.07 0.20 -3.37 0.1153
H 7.86 0.45 -1.63 0.0761
H 8.54 -1.75 -1.37 -0.0187
C -0.10 -0.77 -5.63 -0.0895
C -0.22 0.52 -4.84 -0.3089
O 0.15 0.33 -3.48 -0.0975
H -0.74 -1.54 -5.19 0.0779
H -0.40 -0.62 -6.67 0.0768
H 0.92 -1.14 -5.61 0.0690
H -1.24 0.89 -4.85 0.1146
H 0.43 1.30 -5.28 0.1098
H 1.06 0.02 -3.46 0.0743
C 10.69 -3.29 1.20 -0.0627
C 10.23 -2.90 -0.18 -0.2571
O 9.32 -1.79 -0.13 -0.1272
H 9.84 -3.55 1.84 0.0748
H 11.37 -4.15 1.16 0.0836
H 11.21 -2.46 1.69 0.0782
H 9.69 -3.72 -0.66 0.1309
H 11.08 -2.64 -0.82 0.0880
H 9.80 -1.05 0.28 0.1000
C -11.75 -4.81 0.73 -0.0860
C -10.50 -5.56 1.17 -0.3210
O -9.63 -4.69 1.89 -0.1030
H -11.48 -3.96 0.10 0.0668
H -12.42 -5.46 0.17 0.0737
H -12.29 -4.41 1.59 0.0628
H -9.96 -5.93 0.31 0.1069
H -10.77 -6.40 1.81 0.1081
H -10.12 -4.36 2.66 0.0340
C -11.08 -3.83 6.73 -0.0876
C -10.56 -3.15 5.47 -0.2966
O -11.05 -3.80 4.30 -0.0998
H -10.78 -4.88 6.75 0.0780
H -10.70 -3.34 7.62 0.0760
H -12.17 -3.81 6.76 0.0741
H -9.48 -3.20 5.44 0.1173
H -10.87 -2.10 5.45 0.1085
H -12.01 -3.76 4.31 0.0914
C 12.20 -2.96 -4.24 -0.0833
C 12.86 -2.93 -2.88 -0.2990
O 12.17 -3.78 -1.96 -0.1177
H 11.15 -2.65 -4.16 0.0691
H 12.71 -2.31 -4.95 0.0785
H 12.20 -3.98 -4.65 0.0764
H 12.84 -1.92 -2.47 0.1057
H 13.91 -3.25 -2.95 0.1126
H 12.20 -4.68 -2.32 0.0977
C 4.94 7.89 1.19 -0.0895
C 3.57 7.47 0.69 -0.3103
O 3.67 6.38 -0.22 -0.0927
H 5.58 8.19 0.35 0.0781
H 4.87 8.73 1.88 0.0777
H 5.44 7.06 1.70 0.0567
H 3.08 8.29 0.17 0.1148
H 2.93 7.17 1.53 0.1095
H 4.09 5.65 0.25 0.0487
C -12.81 0.53 2.55 -0.0952
C -12.66 2.04 2.45 -0.3204
O -11.46 2.39 1.77 -0.0915
H -11.96 0.10 3.09 0.0687
H -13.73 0.26 3.08 0.0716
H -12.83 0.07 1.56 0.0729
H -12.62 2.49 3.44 0.1106
H -13.51 2.47 1.91 0.1085
H -11.49 2.00 0.89 0.0744
```

Values from the calculation:
Energy (Eh): -2951.94055
Net charge: +1
Orbital gap (hartree): 0.2782

***

Values for max |F|, eV/Å, ordered as above
3.7 2.9 2.6